Entry 1:
# C7H12

A cluster of 3 separate species, C7H12 in total (ωB97M-V with the def2-TZVPD basis set, the OMol25 dataset).

Geometry as ORCA input:
```
! wB97M-V def2-TZVPD RIJCOSX def2/J DEFGRID3
* xyz 0 1
H -2.32 0.76 0.13
H 1.50 0.92 -1.97
C 0.03 -0.58 0.66
H 2.17 -0.81 0.17
C 1.24 -0.08 0.08
C 2.14 0.77 0.88
H -3.09 -0.46 -0.91
H -1.08 -1.92 -0.67
H 0.65 1.60 1.57
H 2.40 0.41 1.87
H -0.08 1.10 1.53
C -0.99 -0.84 -0.44
C -0.37 -0.12 -1.62
H 0.02 -1.17 1.57
H -2.77 -0.82 0.80
C 0.85 0.34 -1.32
H 2.97 1.22 0.33
C -2.39 -0.31 -0.09
H -0.88 -0.01 -2.58
*
```

* total energy: -273.7155 Ha

***

Entry 2:
# C7H12

The molecule C7H12 (ωB97M-V with the def2-TZVPD basis set, the OMol25 dataset).

Geometry as ORCA input:
```
! wB97M-V def2-TZVPD RIJCOSX def2/J DEFGRID3
* xyz 0 1
H 0.32 1.86 1.45
H 1.44 1.66 -0.91
H 2.24 0.38 1.03
C 0.79 0.87 -0.53
H -1.84 -1.03 -0.79
C 1.30 0.03 0.61
C -1.27 0.43 0.75
C -1.51 0.01 -0.72
H 1.94 -1.97 0.11
H 1.17 -1.83 1.70
H 0.20 -0.70 -1.92
C -0.19 0.24 -1.51
C 0.15 0.99 0.82
H -2.31 0.61 -1.15
H -1.98 1.20 1.06
C 1.13 -1.47 0.67
H 0.18 -1.80 0.24
H -0.36 0.91 -2.35
H -1.40 -0.41 1.44
*
```

* SMILES string: C[C@H]1[C@H]2CCC[C@@H]12
* total energy: -273.8917 Ha